(A)
The following is a DFT calculation (ωB97M-V/def2-TZVPD) of a cluster of 5 separate species, CH12N2O4 in total.

Atoms and positions in Å:
N -0.02 0.77 0.89
C 0.56 0.05 1.86
N 1.83 -0.15 1.93
H 0.61 1.10 0.19
H -0.99 0.71 0.61
H -0.17 -0.45 2.51
H 1.99 -0.93 2.55
H -2.88 -0.50 -1.82
H -1.32 -0.84 -2.06
O -2.03 -0.70 -1.44
H 1.13 1.16 -2.78
H 1.38 -0.06 -1.86
O 0.69 0.38 -2.38
H 2.70 -0.17 0.27
H 3.39 0.79 -0.66
O 2.75 0.10 -0.69
H -3.91 -0.51 1.26
H -2.61 -0.70 0.53
O -3.09 -0.04 1.07

**LUMO energy**: 0.0264 Eh
**HOMO**: -0.336 Ha
**Structure (SMILES)**: [H]/N=C/N.O.O.O.O
**Gap between HOMO and LUMO**: 9.867 eV
**Net charge**: 0
**Multiplicity**: 1

(B)
The following is a DFT calculation (ωB97M-V/def2-TZVPD) of a cluster of 5 separate species, CH12N2O4 in total.

Atoms and positions in Å:
N 0.91 -0.80 -2.12
C 0.18 -1.43 -1.15
N -1.01 -0.95 -0.96
H 0.62 0.16 -2.38
H 1.89 -0.92 -1.99
H 0.67 -2.18 -0.48
H -1.43 -1.33 -0.12
H 2.06 2.30 0.14
H 2.06 1.00 1.11
O 2.09 1.92 1.03
H -0.26 -1.95 3.25
H -0.76 -1.00 2.26
O -1.09 -1.75 2.81
H -0.48 0.07 0.84
H 0.26 1.15 1.60
O 0.13 0.18 1.57
H -2.17 1.68 -1.67
H -0.77 1.51 -2.10
O -1.41 2.21 -1.90

**LUMO energy**: 0.0081 Eh
**HOMO**: -0.374 Ha
**Structure (SMILES)**: [H]/N=C/N.O.O.O.O
**Gap between HOMO and LUMO**: 10.384 eV
**Net charge**: 0
**Multiplicity**: 1

Relative stability in eV, measured from the most stable structure: (A) 0.000; (B) 0.951

(A)
The following is a DFT calculation (ωB97M-V/def2-TZVPD) of a cluster of 3 separate species, C2H11NO3 in total.

Atoms and positions in Å:
C 0.91 -0.38 0.02
N 2.12 0.53 -0.28
C 2.25 1.17 -1.70
O 2.90 2.43 -1.60
H 1.08 -1.19 -0.71
H -0.11 0.07 -0.09
H 1.06 -0.63 1.09
H 1.95 1.24 0.46
H 2.68 0.48 -2.36
H 1.29 1.50 -2.13
H 3.83 2.34 -1.69
H -1.85 -1.19 -1.05
H -3.02 -0.41 -1.39
O -2.82 -1.20 -0.89
H -4.45 -1.46 4.79
H -4.16 -1.72 3.33
O -3.66 -1.57 4.21

**LUMO energy**: 0.0247 Eh
**HOMO**: -0.335 Ha
**Structure (SMILES)**: CNCO.O.O
**Gap between HOMO and LUMO**: 9.781 eV
**Net charge**: 0
**Multiplicity**: 1

(B)
The following is a DFT calculation (ωB97M-V/def2-TZVPD) of a cluster of 4 separate species, C2H11NO3 in total.

Atoms and positions in Å:
C 1.15 -2.35 -1.18
C 2.26 -1.95 -0.52
N 2.27 -1.04 0.57
H 0.24 -1.77 -1.05
H 1.09 -2.99 -2.04
H 3.22 -2.29 -0.92
H 1.34 -1.12 1.01
H 2.51 -0.11 0.24
H -3.48 1.75 2.60
H -3.57 2.78 1.56
O -4.14 2.30 2.16
H -1.40 -0.37 0.91
H -0.89 0.98 0.64
O -0.81 0.29 1.31
H 0.85 0.75 -2.42
H 0.78 2.25 -2.85
O 0.31 1.54 -2.41

**LUMO energy**: 0.0142 Eh
**HOMO**: -0.328 Ha
**Structure (SMILES)**: C=CN.O.O.O
**Gap between HOMO and LUMO**: 9.310 eV
**Net charge**: 0
**Multiplicity**: 1

Relative stability in eV, measured from the most stable structure: (A) 0.430; (B) 0.000

(A)
The following is a DFT calculation (ωB97M-V/def2-TZVPD) of a cluster of 2 separate species, C6H5N3O in total.

Atoms and positions in Å:
C -0.18 -0.42 1.08
C -1.48 -0.59 0.95
C -2.08 -0.22 -0.33
C -1.22 0.07 -1.38
C 0.07 0.46 -1.25
C 0.68 0.08 0.00
H 3.37 1.55 0.70
H -2.37 -0.74 1.66
H -3.09 -0.32 -0.68
H -1.51 0.19 -2.39
H 0.68 0.24 -2.36
N 1.86 0.00 0.42
N 1.75 -0.45 1.72
N 0.59 -0.64 2.13
O 2.93 0.78 -0.27

**LUMO energy**: -0.0242 Eh
**HOMO**: -0.319 Ha
**Gap between HOMO and LUMO**: 8.020 eV
**Net charge**: 0
**Multiplicity**: 1

(B)
The following is a DFT calculation (ωB97M-V/def2-TZVPD) of an isolated molecule of C6H5N3O.

Atoms and positions in Å:
C -1.49 -0.50 -0.09
C 2.72 0.09 0.27
C -0.74 -1.58 -0.17
C 0.88 -0.90 -0.02
C 0.57 0.42 0.05
C -1.00 -2.98 -0.24
N 2.22 -1.09 0.20
N -0.76 0.72 0.00
N 1.74 1.12 0.12
O -0.22 -3.88 -0.08
H -2.54 -0.64 -0.08
H 3.65 0.51 0.46
H -2.17 -3.31 -0.40
H -1.08 1.54 -0.46
H 1.69 2.05 0.54

**LUMO energy**: 0.0176 Eh
**HOMO**: -0.311 Ha
**Structure (SMILES)**: O=Cc1c[nH]c2[nH]cnc12
**Gap between HOMO and LUMO**: 8.946 eV
**Net charge**: 0
**Multiplicity**: 1

Relative stability in eV, measured from the most stable structure: (A) 4.681; (B) 0.000

(A)
The following is a DFT calculation (ωB97M-V/def2-TZVPD) of a structure of composition C4H15N3O.

Atoms and positions in Å:
C -1.54 -2.55 0.00
N -1.74 -3.29 -1.24
C -0.61 -1.37 -0.27
N -0.26 -0.66 0.98
H -1.05 -3.21 0.72
H -2.44 -2.16 0.49
H -2.46 -4.00 -1.08
H -2.15 -2.68 -1.93
H -1.14 -0.64 -0.88
H 0.30 -1.66 -0.77
H 0.73 0.14 0.83
H -0.99 -0.02 1.30
H -0.02 -1.32 1.73
C 1.58 2.30 1.50
N 1.39 1.20 0.55
C 0.50 1.81 -0.67
O 0.98 2.89 -1.14
H 1.96 3.17 0.97
H 2.22 2.04 2.34
H 0.59 2.57 1.88
H 2.27 1.06 0.06
H -0.50 1.87 -0.16
H 0.49 0.93 -1.36

**LUMO energy**: 0.0128 Eh
**HOMO**: -0.258 Ha
**Gap between HOMO and LUMO**: 7.358 eV
**Net charge**: 0
**Multiplicity**: 1

(B)
The following is a DFT calculation (ωB97M-V/def2-TZVPD) of a cluster of 2 separate species, C4H15N3O in total.

Atoms and positions in Å:
C 1.85 1.51 0.47
O 0.63 1.62 -0.20
C 2.02 0.23 1.28
N 2.37 -0.92 0.46
H 2.69 1.59 -0.26
H 1.96 2.35 1.17
H 2.75 0.38 2.08
H 1.07 0.00 1.75
H 3.26 -0.75 0.01
H 2.53 -1.71 1.08
N -0.10 -0.50 -1.40
C -1.44 -0.97 -1.06
C -2.07 -0.15 0.06
N -3.43 -0.65 0.30
H 0.36 0.80 -0.70
H 0.63 -1.04 -0.89
H 0.13 -0.60 -2.37
H -2.08 -0.90 -1.94
H -1.45 -2.04 -0.81
H -1.46 -0.23 0.96
H -2.11 0.88 -0.26
H -3.39 -1.63 0.54
H -3.82 -0.16 1.08

**LUMO energy**: 0.0346 Eh
**HOMO**: -0.335 Ha
**Structure (SMILES)**: NCCN.NCCO
**Gap between HOMO and LUMO**: 10.067 eV
**Net charge**: 0
**Multiplicity**: 1

(C)
The following is a DFT calculation (ωB97M-V/def2-TZVPD) of a cluster of 2 separate species, C4H15N3O in total.

Atoms and positions in Å:
C -0.56 -0.55 -1.17
N -1.00 -1.00 0.12
C -2.37 -0.60 0.56
N -2.55 0.85 0.49
C 0.99 -0.65 -1.26
N 1.67 -0.19 -0.08
C 3.11 -0.23 -0.14
H -0.84 0.49 -1.29
H -0.95 -1.06 -2.07
H -0.81 -1.97 0.30
H -3.11 -1.09 -0.07
H -2.35 -0.75 1.64
H -1.79 1.42 0.84
H -2.92 1.16 -0.39
H 1.20 -1.72 -1.50
H 1.41 -0.12 -2.11
H 1.41 -0.75 0.72
H 3.54 0.30 -0.98
H 3.52 0.21 0.78
H 3.46 -1.29 -0.18
H 0.74 1.37 0.64
H 0.17 1.63 2.05
O 0.46 2.09 1.26

**LUMO energy**: 0.0344 Eh
**HOMO**: -0.327 Ha
**Structure (SMILES)**: CNCCNCN.O
**Gap between HOMO and LUMO**: 9.847 eV
**Net charge**: 0
**Multiplicity**: 1

(D)
The following is a DFT calculation (ωB97M-V/def2-TZVPD) of a structure of composition C4H15N3O.

Atoms and positions in Å:
C -2.42 -1.68 -1.85
O -2.53 -2.98 -1.72
C -1.30 -1.12 -0.93
N -1.02 0.33 -1.11
H -2.12 -1.29 -2.88
H -3.35 -1.07 -1.60
H -1.54 -1.32 0.11
H -0.40 -1.70 -1.20
H -1.66 0.89 -0.56
H -1.20 0.56 -2.09
C 1.03 0.51 1.83
N 1.28 1.39 2.95
C 1.87 0.99 0.64
N 1.51 0.25 -0.59
H -0.04 0.45 1.55
H 1.35 -0.49 2.10
H 0.69 2.21 2.93
H 1.16 0.93 3.84
H 2.92 0.83 0.89
H 1.71 2.04 0.47
H 2.02 0.61 -1.39
H 1.74 -0.73 -0.51
H 0.29 0.38 -0.86

**LUMO energy**: -0.0045 Eh
**HOMO**: -0.211 Ha
**Gap between HOMO and LUMO**: 5.626 eV
**Net charge**: 0
**Multiplicity**: 1

Relative stability in eV, measured from the most stable structure: (A) 1.910; (B) 0.000; (C) 0.140; (D) 2.723

(A)
The following is a DFT calculation (ωB97M-V/def2-TZVPD) of an isolated molecule of C6H13N.

Atoms and positions in Å:
C -2.12 -0.20 -1.06
C -0.95 0.05 -1.98
C 0.42 -0.48 -1.31
N 0.09 -0.87 1.65
C 0.94 0.11 1.07
C 0.99 0.42 -0.23
C 1.67 0.95 2.10
H -2.28 -1.28 -0.95
H -1.93 0.18 -0.05
H -3.01 0.32 -1.40
H -0.89 -0.57 -2.87
H -0.81 1.12 -2.09
H 1.18 -0.62 -2.07
H 0.04 -1.35 -0.78
H -0.60 -1.28 1.06
H 0.59 -1.51 2.24
H 1.24 1.47 -0.39
H 1.04 1.80 2.40
H 2.56 1.26 1.58
H 1.84 0.48 3.07

**LUMO energy**: 0.0406 Eh
**HOMO**: -0.294 Ha
**Structure (SMILES)**: CCC/C=C(/C)N
**Gap between HOMO and LUMO**: 9.095 eV
**Net charge**: 0
**Multiplicity**: 1

(B)
The following is a DFT calculation (ωB97M-V/def2-TZVPD) of an isolated molecule of C6H13N.

Atoms and positions in Å:
C 0.16 -0.05 0.59
C -1.16 -0.67 1.05
C 1.31 -1.03 0.64
C 0.51 1.31 1.64
N 0.02 0.66 -0.62
C -0.31 -0.20 -1.90
C -0.91 0.33 -2.97
H 0.65 1.43 -0.83
H -0.04 -1.26 -1.89
H -1.39 -1.57 0.48
H 1.49 -1.36 1.67
H -1.10 -0.94 2.11
H -1.99 0.03 0.92
H 2.24 -0.59 0.26
H 1.09 -1.93 0.06
H -0.44 1.76 1.96
H 1.14 2.07 1.17
H 1.04 0.89 2.50
H -1.18 1.38 -2.99
H -1.12 -0.26 -3.85

**LUMO energy**: 0.0357 Eh
**HOMO**: -0.308 Ha
**Structure (SMILES)**: C=CNC(C)(C)C
**Gap between HOMO and LUMO**: 9.364 eV
**Net charge**: 0
**Multiplicity**: 1

Relative stability in eV, measured from the most stable structure: (A) 0.000; (B) 0.553

(A)
The following is a DFT calculation (ωB97M-V/def2-TZVPD) of an isolated molecule of C6H13N.

Atoms and positions in Å:
C -1.39 -1.61 -0.75
C -1.34 -0.12 -0.43
C 0.03 0.27 0.10
C 0.64 1.36 -0.38
N 0.12 2.26 -1.28
C 0.44 -0.34 1.42
C 1.47 -1.47 1.25
H -0.58 -1.85 -1.43
H -2.31 -2.09 -1.06
H -1.15 -2.13 0.17
H -2.07 0.21 0.31
H -1.57 0.40 -1.36
H 1.57 1.69 0.08
H -0.87 2.23 -1.48
H 0.55 3.07 -1.67
H -0.47 -0.65 1.92
H 0.91 0.38 2.10
H 1.20 -2.16 0.47
H 2.45 -1.04 1.03
H 1.60 -2.04 2.18

**LUMO energy**: 0.0402 Eh
**HOMO**: -0.276 Ha
**Structure (SMILES)**: CCC(=CN)CC
**Gap between HOMO and LUMO**: 8.593 eV
**Net charge**: 0
**Multiplicity**: 1

(B)
The following is a DFT calculation (ωB97M-V/def2-TZVPD) of an isolated molecule of C6H13N.

Atoms and positions in Å:
C -0.47 -1.49 1.55
C -0.91 -0.39 0.52
N 0.51 0.02 0.45
C 0.89 1.13 1.26
C -0.19 -0.02 -0.77
C -0.35 1.36 -1.37
C 0.22 -1.08 -1.76
H 0.45 -1.25 2.16
H -1.27 -1.59 2.26
H -0.19 -2.42 1.04
H -1.63 0.42 0.79
H 1.68 1.65 0.73
H 0.06 1.80 1.50
H 1.28 0.74 2.21
H -1.06 1.39 -2.19
H -0.64 2.11 -0.62
H 0.64 1.66 -1.76
H 0.31 -2.06 -1.27
H 1.19 -0.82 -2.20
H -0.52 -1.16 -2.55

**LUMO energy**: 0.0402 Eh
**HOMO**: -0.303 Ha
**Structure (SMILES)**: C[C@H]1N(C)C1(C)C
**Gap between HOMO and LUMO**: 9.335 eV
**Net charge**: 0
**Multiplicity**: 1

Relative stability in eV, measured from the most stable structure: (A) 0.000; (B) 2.277